# 1
Formula: C18H40N5P3SeSm
Source: the Open Molecules 2025 dataset
Level of theory: ωB97M-V/def2-TZVPD

```
68
Properties=species:S:1:pos:R:3:forces:R:3:mulliken_charge:R:1
Sm 0.0234 -0.0337 0.4184 0.198 -0.157 0.964 -0.261
P -2.8357 -0.1249 0.3120 -1.630 0.045 -0.308 0.884
P 0.1996 -2.9054 0.6054 -0.054 -1.703 0.105 1.276
P -0.0510 2.8330 0.5607 -0.293 1.815 0.106 1.121
H 3.1011 -0.9139 -0.7432 0.418 0.267 0.239 0.394
C 3.1333 0.0511 -0.2238 -0.101 0.007 1.215 -0.724
C 2.9314 0.0993 1.1227 -0.138 0.038 -1.209 -0.618
H 2.8613 -0.8339 1.6888 -0.161 0.199 -0.075 0.452
C -3.5658 -0.2102 -1.3685 0.458 0.006 -0.109 -1.336
C -3.7233 -1.5229 1.0867 0.365 -0.272 0.175 -1.133
C -3.8165 1.2549 1.0046 0.348 0.216 0.183 -1.207
C 1.8718 -3.6526 0.6725 0.286 0.440 -0.041 -1.195
C -0.6136 -3.9092 1.9078 -0.245 0.388 0.331 -1.306
C -0.5051 -3.6621 -0.9075 -0.031 0.255 -0.233 -1.341
C 1.5644 3.6971 0.6198 0.293 -0.479 -0.019 -1.221
C -0.9310 3.7503 1.8797 -0.164 -0.414 0.352 -1.230
C -0.8149 3.5598 -0.9376 0.038 -0.321 -0.244 -1.184
H 3.4146 0.9273 -0.8242 -0.365 -0.243 0.303 0.426
H 2.8413 1.0344 1.6880 0.461 -0.301 -0.240 0.402
H -4.6487 -0.3306 -1.2436 0.229 0.046 -0.182 0.489
H -3.1533 -1.0688 -1.9172 -0.220 0.234 0.051 0.341
H -3.3501 0.7165 -1.9184 -0.114 -0.280 0.062 0.351
H -4.7777 -1.4308 0.7962 0.217 -0.112 0.180 0.525
H -3.6383 -1.4751 2.1815 -0.146 -0.086 -0.327 0.322
H -3.3307 -2.4848 0.7285 -0.196 0.207 0.130 0.242
H -4.8754 1.0426 0.8071 0.236 0.121 0.075 0.494
H -3.5395 2.2103 0.5378 -0.154 -0.245 0.154 0.314
H -3.6523 1.3152 2.0888 -0.116 0.094 -0.241 0.385
H 1.9047 -4.5703 0.0707 0.032 0.245 0.213 0.422
H 2.1124 -3.8830 1.7187 0.017 0.037 -0.299 0.403
H 2.6123 -2.9358 0.2967 0.035 -0.373 0.007 0.189
H -0.6631 -4.9681 1.6144 0.066 0.349 0.029 0.450
H -1.6292 -3.5408 2.1054 0.181 -0.231 -0.059 0.252
H -0.0326 -3.8215 2.8362 -0.179 -0.069 -0.199 0.414
H -0.1981 -4.7187 -0.9284 -0.226 0.326 -0.107 0.487
H -0.1351 -3.1339 -1.7991 -0.092 -0.374 0.225 0.353
H -1.6030 -3.5898 -0.8963 0.292 -0.088 -0.015 0.322
H 1.4876 4.6651 0.1071 0.068 -0.258 0.198 0.449
H 2.3301 3.0775 0.1343 -0.011 0.378 0.066 0.225
H 1.8435 3.8501 1.6718 0.005 -0.017 -0.326 0.371
H -0.8916 4.8343 1.6951 0.023 -0.362 -0.032 0.407
H -0.4433 3.5318 2.8412 -0.196 0.133 -0.208 0.362
H -1.9791 3.4253 1.9408 0.273 0.191 0.019 0.307
H -0.5355 4.6229 -0.9763 -0.236 -0.316 -0.084 0.469
H -1.9096 3.4555 -0.8983 0.335 0.085 -0.054 0.299
H -0.4407 3.0364 -1.8307 -0.156 0.345 0.169 0.313
C 1.3805 0.0758 -3.9279 0.463 0.190 -1.185 0.643
C 2.7533 -0.1119 -3.7424 0.126 -0.368 0.596 -0.012
C 3.6334 -0.1367 -4.8364 -0.498 0.234 -0.152 -0.775
C 3.1410 0.0900 -6.1272 -0.475 -0.012 0.234 -0.479
C 1.7739 0.3468 -6.3148 0.210 -0.061 0.570 -0.686
C 0.9001 0.3617 -5.2155 -0.320 -0.241 0.549 -0.528
Se 0.0752 -0.1448 -2.3977 2.392 0.714 -0.450 0.246
H 1.2730 0.1823 -1.4089 -0.917 -0.158 -1.512 0.191
H 3.1599 -0.2409 -2.7380 -0.078 -0.173 -0.479 0.299
H 4.7001 -0.3379 -4.6932 -0.475 0.172 0.108 0.410
H 3.8117 0.0764 -6.9864 -0.177 -0.038 0.263 0.413
H 1.3771 0.5192 -7.3149 0.085 0.047 0.310 0.405
H -0.1554 0.5869 -5.3328 0.104 -0.106 -0.297 0.400
N 0.8556 1.2386 5.5958 0.097 -0.518 -0.606 -0.607
N 0.4279 0.2782 4.6860 -2.689 1.431 -1.552 0.774
N -0.7337 -0.3922 4.9767 2.001 -0.142 -1.106 -0.606
C -1.1115 -0.7889 3.7719 0.142 0.289 0.083 -0.412
N -0.3495 -0.2824 2.7728 0.722 0.573 1.733 0.274
N 0.6027 0.4779 3.3666 -0.587 -1.457 1.403 -0.160
H 1.8259 1.4683 5.4207 0.144 -0.091 0.243 0.276
H 0.6520 0.9110 6.5327 0.170 -0.089 0.137 0.327
H -1.9422 -1.4474 3.5867 -0.090 0.039 0.167 0.453
```
Forces are in eV/Å.

Properties
Total charge: +3
Multiplicity: 6
Lowest unoccupied orbital energy (spin up / spin down) in eV: -10.412 / -10.096
HOMO level (spin up / spin down) in eV: -16.8 / -16.8
Frontier orbital gap (spin up / spin down) in eV: 6.42 / 6.74

---

# 2
Formula: C18H41B3I2O8
Source: the Open Molecules 2025 dataset
Level of theory: ωB97M-V/def2-TZVPD

```
72
Properties=species:S:1:pos:R:3:forces:R:3:mulliken_charge:R:1
C 0.2423 0.5502 -2.8261 0.277 -0.768 -1.027 -0.525
C -1.0771 0.4474 -3.7939 1.278 0.385 -0.976 -0.373
O -2.1674 -0.3947 -3.2776 1.323 1.609 1.681 -0.297
C -2.3318 -0.2707 -1.8208 -0.772 -0.788 1.429 0.214
C -3.7767 -1.0292 -1.4555 0.550 1.233 -1.966 -0.315
O -3.8376 -2.1904 -2.3957 1.443 0.340 3.087 -0.407
C -2.9025 -3.2002 -1.8721 0.128 -1.724 -0.280 -0.201
C -1.7088 -3.6381 -2.9129 -0.847 0.134 -1.085 -0.034
O -1.1784 -4.9348 -2.4228 1.233 1.995 -0.105 -0.409
C 0.2545 -4.8493 -2.1003 0.791 -1.422 0.116 -0.333
B 0.6135 -3.9983 -0.7383 -0.298 0.202 1.486 0.323
O 0.8820 -2.5321 -0.8636 3.793 -2.270 0.641 -0.064
B 2.3618 -2.4242 -0.6078 -1.221 -1.417 1.275 0.057
I 3.6147 -0.9371 -1.6637 -0.816 -1.089 0.816 -0.068
O 2.9474 -3.3567 0.4079 -3.754 2.362 -1.083 -0.355
B 1.7811 -3.6939 1.2706 -0.657 -1.019 -0.254 0.700
C 1.5604 -3.1455 2.8205 -0.758 0.297 -0.359 -0.652
C 2.2828 -1.6998 3.1264 0.068 -0.418 1.122 -0.504
C 3.9188 -1.7131 3.0004 -0.804 2.474 -1.078 -0.440
I 4.8861 -3.5096 3.8072 -0.478 0.993 -0.434 -0.017
O 0.7433 -4.5686 0.6295 2.188 3.522 -2.275 -0.385
H 0.0807 1.1306 -1.8215 0.304 -1.202 -2.014 0.256
H 1.0970 1.0678 -3.4708 -1.852 -0.951 1.479 0.349
H 0.6108 -0.5703 -2.6438 -0.819 2.563 -0.080 -0.096
H -0.7083 -0.0737 -4.8024 -0.930 0.997 2.229 0.292
H -1.4293 1.5344 -4.1341 0.394 -2.221 1.048 0.197
H -1.5181 -0.8675 -1.1908 -1.267 1.299 -1.648 -0.217
H -2.3285 0.8373 -1.4211 -0.103 -2.008 -0.987 0.395
H -4.6420 -0.2946 -1.7803 1.607 -1.695 0.798 0.079
H -3.8441 -1.3375 -0.3285 0.099 0.561 -2.158 0.295
H -2.3861 -2.8948 -0.8592 -1.136 -0.484 -1.899 0.087
H -3.5519 -4.1837 -1.6872 1.564 2.029 -0.302 0.260
H -0.8791 -2.8176 -3.0771 -1.594 -1.617 0.692 -0.047
H -2.1491 -3.8625 -3.9977 0.697 0.595 2.407 0.292
H 0.8856 -4.4521 -3.0083 -1.231 -0.620 1.567 0.248
H 0.6215 -5.9662 -1.8976 -0.921 2.311 -0.543 0.190
H 0.3868 -2.9910 2.9737 2.482 -0.419 -0.375 0.226
H 1.8623 -4.0094 3.5561 -0.378 1.844 -1.229 0.353
H 1.8241 -0.8409 2.4383 1.126 -1.916 1.368 0.201
H 2.0324 -1.4140 4.2566 0.462 -0.572 -2.488 0.331
H 4.3159 -0.7616 3.5943 -0.681 -2.269 -1.197 0.189
H 4.2277 -1.5515 1.8604 -0.503 -0.747 2.612 0.191
C 7.2638 1.0249 5.1631 -0.072 -0.102 0.078 -0.886
C 6.7866 2.1806 4.2982 -0.062 -0.096 0.090 -0.372
O 5.4038 2.4831 4.4673 -0.093 -0.036 -0.087 -0.415
C 4.9933 2.8634 5.7788 0.076 0.033 -0.076 -0.314
C 5.6955 4.1077 6.2948 0.104 0.131 -0.041 -1.024
H 6.6778 0.1219 4.9530 0.131 0.125 -0.007 0.164
H 8.3201 0.8132 4.9682 -0.154 0.018 -0.012 0.378
H 7.1587 1.2417 6.2278 0.084 0.023 -0.026 0.266
H 6.9222 1.9103 3.2464 -0.251 0.109 0.089 0.327
H 7.3925 3.0755 4.4666 0.042 0.009 0.082 0.340
H 5.1168 2.0237 6.4708 0.074 0.032 0.043 0.292
H 3.9176 3.0625 5.7241 0.166 -0.114 -0.216 0.329
H 6.7754 3.9647 6.3762 -0.072 -0.023 0.090 0.258
H 5.3160 4.3756 7.2861 0.028 -0.042 -0.131 0.382
H 5.5276 4.9510 5.6158 -0.023 -0.124 0.107 0.284
C -4.6363 2.5039 -3.8048 0.040 0.037 -0.104 -0.455
C -5.2855 3.0686 -2.5514 0.006 0.097 -0.213 -0.414
O -6.0583 4.2422 -2.7917 0.014 0.077 0.074 -0.440
C -7.1528 4.1071 -3.6956 0.050 -0.047 0.099 -0.315
C -8.1850 3.0869 -3.2467 -0.050 -0.105 0.129 -1.001
H -3.9942 3.2577 -4.2763 -0.080 -0.114 0.120 0.306
H -4.0286 1.6273 -3.5579 -0.042 0.070 -0.039 -0.063
H -5.3774 2.1973 -4.5453 0.027 -0.084 0.056 0.248
H -4.4979 3.3508 -1.8457 -0.205 0.195 -0.047 0.285
H -5.8938 2.3122 -2.0473 -0.052 -0.093 -0.042 0.308
H -6.7847 3.8810 -4.7020 -0.024 -0.087 0.004 0.287
H -7.6316 5.0903 -3.7558 0.260 -0.063 0.140 0.335
H -7.7631 2.0818 -3.1746 -0.050 0.034 -0.102 0.259
H -9.0187 3.0517 -3.9552 0.107 0.024 0.085 0.383
H -8.5766 3.3489 -2.2576 0.037 0.005 -0.158 0.279
```
Forces are in eV/Å.

Properties
Total charge: 0
Multiplicity: 1
Lowest unoccupied orbital energy in eV: 0.110
HOMO level in eV: -9.5
Frontier orbital gap in eV: 9.58

---

Look up the total charge of the second one.
0

---

Which of these has the highest total charge?
C18H40N5P3SeSm